A molecular structure, C22H27N7O3Tl in a non-equilibrium geometry, computed with ωB97M-V/def2-TZVPD.

Its charge is +1. As for the energy relative to the best compared isomer or geometry (same formula, charge and spin): 38.38 kJ/mol. For the molar mass, the calculation gives 641.89 u.

Cartesian coordinates (Å):
Tl  -0.00729  1.24017  1.34611
C  4.85101  -1.21725  2.75605
N  4.02907  -0.86150  1.62303
C  4.75626  -0.24212  0.53251
C  2.68590  -0.79770  1.62587
O  2.05302  -0.34550  0.68355
C  1.97963  -1.31573  2.89018
O  0.57908  -1.16123  2.84933
C  -0.19892  -2.28728  2.51582
C  -0.82656  -2.19244  1.11742
O  -0.76780  -1.17338  0.44754
N  -1.46895  -3.28832  0.67649
C  -1.98566  -3.29730  -0.67829
C  -1.77534  -4.47250  1.44809
H  5.79298  -1.62786  2.39066
H  4.37369  -1.96404  3.38256
H  5.07787  -0.33440  3.36377
H  5.57353  -0.88903  0.21264
H  5.17004  0.71865  0.85068
H  4.07454  -0.07682  -0.29811
H  2.31901  -0.70640  3.73789
H  2.24231  -2.36726  3.06948
H  -1.01691  -2.31545  3.24888
H  0.39673  -3.20397  2.59324
H  -1.45082  -2.55188  -1.26272
H  -3.05247  -3.05975  -0.69206
H  -1.83397  -4.28359  -1.11704
H  -1.69089  -4.29099  2.51487
H  -1.11647  -5.30339  1.17392
H  -2.80538  -4.77105  1.23763
N  -4.61505  0.27127  -0.35729
C  -3.58737  0.71241  0.40034
N  -2.48826  1.19104  -0.04886
C  -2.27701  1.23782  -1.42081
N  -1.18489  1.67890  -1.93072
N  -0.12004  1.99470  -1.22015
C  0.54532  3.04768  -1.52166
C  1.78660  3.38631  -0.85982
C  2.58872  4.40975  -1.38189
C  3.78794  4.70746  -0.76485
C  4.14965  3.98478  0.36226
C  3.27168  3.02021  0.83668
N  2.12752  2.72085  0.24836
C  -3.36609  0.86473  -2.31002
C  -3.28885  1.01409  -3.69398
C  -4.35319  0.65047  -4.49155
C  -5.51013  0.13084  -3.92085
C  -5.61392  -0.01222  -2.55054
C  -4.54981  0.36812  -1.74189
H  -5.47850  -0.03841  0.06628
H  -3.72208  0.64252  1.47232
H  0.20268  3.73771  -2.29692
H  2.25450  4.96129  -2.24633
H  4.42770  5.48898  -1.14597
H  5.07574  4.18340  0.87397
H  3.49824  2.46854  1.74066
H  -2.38107  1.40701  -4.12147
H  -4.29175  0.78184  -5.56080
H  -6.33272  -0.16349  -4.55241
H  -6.51281  -0.40929  -2.10205

Cartesian forces (eV/Å) of the 6 atoms listed first:
Tl -0.0121 0.1167 0.1542
C 0.0157 0.0084 0.3044
N 0.2636 0.0082 -0.1769
C -0.0657 0.1121 -0.3350
C -0.1537 -0.2208 0.1108
O -0.2085 0.0218 0.0403